A molecular structure, C27H41NO5PbSeSi, computed with ωB97M-V/def2-TZVPD.

```
77
Properties=species:S:1:pos:R:3:forces:R:3
Pb 0.08754 1.93721 0.22904 0.119 0.011 -0.068
C 1.78039 -1.69166 0.27413 0.037 0.090 0.028
C 0.29069 -1.86414 0.07922 -0.063 0.080 0.058
C 0.07489 -1.24535 -1.34341 0.007 -0.014 0.006
C 1.28414 -0.88605 -1.78650 0.027 -0.034 -0.027
C 2.34793 -1.13113 -0.79209 0.010 -0.028 0.041
C 3.80436 -0.80134 -1.00449 -0.002 -0.013 0.011
C 4.53768 -0.72351 0.33469 0.008 -0.039 -0.012
C 3.94144 0.54252 -1.72842 -0.004 0.029 0.027
C 4.42679 -1.90906 -1.86648 -0.011 0.023 -0.033
C -1.16809 -1.05416 -2.23469 -0.004 0.033 0.018
C -1.29744 0.42947 -2.63348 0.017 -0.004 -0.007
C -2.49525 -1.44666 -1.58855 -0.016 0.006 0.048
C -0.99030 -1.82545 -3.55669 0.001 -0.013 -0.023
C -0.15165 -3.36780 0.26630 0.025 -0.053 -0.067
C 0.86350 -4.18759 1.08529 0.023 -0.033 0.010
C -1.53664 -3.52575 0.91679 0.010 -0.019 -0.025
C -0.16115 -4.03209 -1.11988 -0.023 -0.042 0.016
H 2.26202 -1.97473 1.19727 0.006 0.000 -0.005
H 1.47023 -0.45018 -2.75850 0.005 0.001 -0.009
H 4.09081 0.03343 0.98216 0.004 0.008 0.000
H 5.58399 -0.45976 0.17233 0.005 -0.001 -0.002
H 4.51579 -1.68017 0.85930 -0.009 -0.005 0.000
H 3.44887 1.34450 -1.17336 -0.004 -0.008 0.004
H 3.51517 0.50972 -2.73179 -0.009 -0.001 -0.001
H 4.99674 0.80200 -1.82730 0.005 0.003 -0.006
H 4.35947 -2.87395 -1.36187 0.006 -0.003 0.007
H 5.47901 -1.69053 -2.05991 0.003 0.001 -0.006
H 3.91675 -1.99279 -2.82862 -0.006 -0.001 -0.002
H -1.64021 1.03567 -1.79555 -0.004 -0.026 0.012
H -2.05344 0.52141 -3.41640 -0.003 0.007 -0.015
H -0.36126 0.83380 -3.02249 -0.003 -0.002 0.006
H -2.64115 -0.92959 -0.63877 0.000 0.004 0.005
H -2.58598 -2.51910 -1.43209 -0.012 -0.009 0.020
H -3.30894 -1.14518 -2.25149 -0.009 0.001 0.006
H -0.10216 -1.48285 -4.08958 -0.005 0.009 -0.009
H -1.85525 -1.63860 -4.19629 -0.009 -0.009 -0.003
H -0.90201 -2.90022 -3.41910 0.011 0.016 0.002
H 1.06501 -3.76943 2.06662 -0.008 -0.023 -0.056
H 1.80345 -4.30208 0.54252 0.002 -0.009 -0.010
H 0.44405 -5.18508 1.23049 -0.002 -0.013 -0.001
H -1.44748 -3.60574 1.99613 0.002 -0.009 0.013
H -2.00340 -4.44071 0.54538 -0.003 0.004 0.007
H -2.20585 -2.69875 0.70318 -0.047 0.052 -0.048
H 0.72535 -3.77114 -1.70168 0.006 -0.017 0.018
H -1.04683 -3.76851 -1.69030 0.051 -0.005 0.021
H -0.16785 -5.11499 -0.98788 -0.017 -0.011 0.003
O -0.08497 1.09289 6.65835 0.007 0.026 -0.008
C 0.02378 1.24114 5.32474 -0.011 -0.021 0.026
C 0.27976 2.45697 4.71289 0.004 -0.005 -0.038
C 0.35700 2.50013 3.33472 0.013 0.016 0.027
N 0.20679 1.41486 2.57520 0.022 -0.036 -0.015
C -0.02492 0.24075 3.16632 -0.066 -0.030 -0.003
C -0.12208 0.10448 4.53439 -0.037 0.013 -0.015
C -0.10859 -1.03002 2.35445 -0.125 -0.054 -0.019
O 0.01509 -2.08421 2.91481 0.136 0.063 -0.003
O -0.32074 -0.87634 1.03608 0.047 0.083 0.065
C 0.62516 3.84562 2.65044 -0.040 0.017 0.012
O 0.90072 4.78897 3.36581 -0.023 0.017 0.013
O 0.53086 3.83717 1.37165 0.021 -0.052 -0.087
H 0.03256 1.94502 7.09523 -0.005 -0.020 -0.008
H 0.42209 3.38152 5.25752 -0.002 0.002 0.005
H -0.30253 -0.86380 4.97481 0.008 -0.006 0.004
C -4.45954 3.35725 -1.67761 0.014 0.004 -0.014
Si -3.00895 3.80098 -0.58329 -0.043 -0.039 0.065
C -1.53178 4.24281 -1.65301 0.003 -0.027 -0.049
C -3.41823 5.24955 0.51933 0.033 -0.010 0.009
Se -2.55019 1.98460 0.71796 -0.087 0.045 0.052
H -4.82283 4.22414 -2.23475 0.010 0.012 -0.009
H -5.28385 2.96427 -1.08032 -0.008 0.008 0.004
H -4.16943 2.58536 -2.39344 -0.015 -0.014 -0.001
H -1.76480 5.11372 -2.27146 -0.014 0.001 -0.002
H -1.26004 3.42754 -2.33065 0.016 0.025 0.030
H -0.66720 4.51277 -1.04122 0.035 0.034 0.008
H -3.73170 6.12005 -0.06196 0.000 0.005 -0.018
H -2.53737 5.52395 1.10331 -0.008 0.008 0.019
H -4.21777 4.99398 1.21650 -0.005 -0.001 -0.006
```
Positions in Å, forces in eV/Å.

Net charge: 0
DFT total energy (eV): -118867.161
Energy relative to the best compared isomer or geometry (same formula, charge and spin) (kcal per mole): 0.0

These are the Mulliken partial charges, in e, on atoms 1 to 4: atom 1 (Pb): 0.8211, atom 2 (C): -1.4544, atom 3 (C): 3.6410, atom 4 (C): -1.5225

A molecular structure, C27H41NP2W, computed with ωB97M-V/def2-TZVPD.

```
72
Properties=species:S:1:pos:R:3:forces:R:3
P 0.12316 -1.85975 -3.36179 -0.302 0.236 -2.380
P 0.46614 1.39265 -3.00140 0.917 0.033 -1.744
C -0.12488 -0.70024 -4.77979 0.284 -0.676 -0.090
C 0.80363 0.48742 -4.55216 -0.164 -0.239 -0.144
H -1.18725 -0.41100 -4.83463 0.394 -0.041 -0.018
H 0.14347 -1.24502 -5.69805 -0.187 0.447 0.007
H 1.86405 0.17948 -4.55235 -0.357 0.171 -0.045
H 0.65223 1.23162 -5.35111 0.287 0.001 0.302
C -1.13519 2.14676 -3.27286 -0.482 -0.004 0.374
H -1.41944 2.77115 -2.42107 -0.007 -0.075 -0.177
H -1.93651 1.42565 -3.47925 0.293 0.131 0.135
H -0.99915 2.79294 -4.14739 -0.054 -0.156 0.084
C 1.62442 2.75911 -3.16108 -0.049 0.196 0.165
H 1.24750 3.35959 -4.00158 0.346 -0.036 0.253
H 2.63794 2.39612 -3.38569 -0.298 0.147 0.149
H 1.61808 3.36760 -2.24949 0.131 0.028 -0.229
C -1.05681 -3.14542 -3.84873 -0.198 -0.310 -0.024
H -1.07834 -3.94322 -3.10470 -0.086 -0.067 -0.042
H -0.72050 -3.56857 -4.79763 -0.212 -0.094 0.013
H -2.06480 -2.74585 -3.97167 0.032 -0.029 0.080
C 1.64983 -2.72240 -3.87767 -0.013 -0.036 -0.189
H 2.50186 -2.03671 -3.94519 -0.034 -0.248 0.030
H 1.44837 -3.16877 -4.86161 0.360 0.030 0.225
H 1.86650 -3.52427 -3.15949 0.102 0.174 -0.225
W 0.92546 0.05233 0.80456 -5.345 1.268 5.704
C 0.67258 0.61157 -1.37635 -0.256 -0.146 -0.402
C -0.67636 0.65163 -0.67956 1.365 0.388 1.536
C -1.65084 -0.38841 -1.05493 -1.199 -1.151 -0.690
C -2.21397 -1.25023 0.10940 -0.758 -0.185 -0.961
C -1.32420 -2.16280 0.89572 2.507 1.464 0.173
C 0.06642 -2.24753 0.70441 -0.716 0.418 1.022
C 0.71750 -2.08864 -0.66425 -0.467 -1.340 -1.061
C 1.44519 -0.77714 -1.03866 0.598 -0.105 -2.085
C 2.61030 -0.31677 2.03051 0.581 -0.129 -0.357
H 1.36733 1.40260 -0.94952 -0.282 -0.234 0.120
H -1.08263 1.65164 -0.56570 0.099 0.064 0.013
H -1.23905 -1.03090 -1.86565 -0.398 0.461 0.727
H -2.50817 0.11025 -1.54516 -0.008 -0.375 0.345
H -2.72595 -0.53691 0.78572 0.285 -0.573 0.066
H -3.02689 -1.88085 -0.30536 0.082 0.229 0.249
H -1.75245 -2.59274 1.80893 0.224 0.033 -0.443
H 0.74208 -2.72285 1.43896 -0.945 -0.101 -0.194
H -0.07273 -2.44089 -1.38133 1.071 0.823 0.839
H 1.49246 -2.87001 -0.79564 -0.208 0.376 0.515
H 2.21241 -0.48858 -0.13179 1.676 -0.850 -2.132
H 2.21203 -0.89806 -1.80065 0.088 -0.293 0.056
H 2.87640 0.74406 2.22030 0.347 -0.247 0.305
H 3.42453 -0.81823 1.48319 0.101 0.195 0.708
H 2.36862 -0.83474 2.97225 0.244 0.221 -0.326
C -0.18995 4.50448 3.71009 0.009 -0.008 0.070
C 0.49282 4.17159 2.53675 -0.106 -0.220 -0.386
C 0.36830 2.88629 1.98526 -0.285 0.219 0.753
C -0.37604 1.92787 2.70339 0.046 0.059 0.383
C -1.17163 2.31104 3.80374 0.344 0.244 -0.028
C -1.04443 3.58637 4.33211 -0.054 -0.087 -0.538
N -0.19260 0.55762 2.44187 0.484 0.033 -0.141
C -0.45099 -0.26402 3.60975 -0.567 -0.579 0.675
C 0.49756 -0.29406 4.65815 -0.271 0.051 -0.574
C 0.25516 -1.05202 5.80649 -0.318 -0.063 -0.332
C -0.93026 -1.80025 5.89762 0.124 -0.138 -0.130
C -1.89546 -1.75883 4.88126 0.260 0.276 0.022
C -1.68559 -0.93031 3.76812 0.684 -0.158 -0.213
H -0.06851 5.49432 4.14271 0.022 -0.163 -0.144
H 1.12672 4.91625 2.05010 -0.246 -0.237 0.145
H 0.86811 2.61331 1.03513 0.024 0.185 0.406
H -1.83102 1.57889 4.26872 0.316 0.269 -0.035
H -1.61704 3.84006 5.22110 0.169 0.131 -0.205
H 1.41254 0.29849 4.54262 -0.377 -0.259 0.195
H 0.99707 -1.07169 6.61425 -0.401 -0.009 -0.381
H -1.08777 -2.44932 6.76069 0.002 0.262 -0.228
H -2.80708 -2.37077 4.95209 0.455 0.476 0.054
H -2.45424 -0.81199 2.99498 0.293 -0.081 0.400
```
Positions in Å, forces in eV/Å.

Net charge: +2
DFT total energy (eV): -50534.293
2S+1: 3
Energy relative to the best compared isomer or geometry (same formula, charge and spin) (kcal per mole): 55.8

These are the Mulliken partial charges, in e, on atoms 1 to 4: atom 1 (P): 0.9466, atom 2 (P): 0.9009, atom 3 (C): -1.0363, atom 4 (C): -1.0563